1.
DFT (wB97M-V/def2-TZVPD) results for a 2-piece molecular cluster, C2H2IPS overall in a non-equilibrium geometry.

Properties
* LUMO (spin up / spin down): -1.976 / -1.976 eV
* E_HOMO (spin up / spin down): -8.24 / -8.24 eV
* energy relative to the best compared isomer or geometry (same formula, charge and spin): 42.44 kcal/mol
* Kohn-Sham gap (spin up / spin down): 6.27 / 6.27 eV

Geometry (Å):
1 C 0.2855 0.4208 0.1813
2 C -0.9673 0.5621 -0.0497
3 P 1.1971 -1.7095 -1.0293
4 S 2.5531 -2.2510 0.1998
5 I -2.3720 2.1037 0.6269
6 H 1.0296 0.8807 0.7123
7 H -1.7259 -0.0068 -0.6414

---

2.
DFT (wB97M-V/def2-TZVPD) results for C2H2LiO as an isolated structure in a non-equilibrium geometry.

Properties
* LUMO (spin up / spin down): -0.647 / -0.905 eV
* spin multiplicity: 2
* E_HOMO (spin up / spin down): -6.04 / -7.75 eV
* energy relative to the best compared isomer or geometry (same formula, charge and spin): 0.00 kcal/mol
* Kohn-Sham gap (spin up / spin down): 5.39 / 6.84 eV
* ⟨S²⟩: 0.75

Geometry (Å):
1 O 0.4178 -0.7356 -0.4721
2 Li 0.1065 1.7644 0.3051
3 C 1.1137 -0.9282 0.5302
4 C -0.9376 -0.0381 -0.5736
5 H -1.0544 0.0403 -1.6668
6 H -1.6221 -0.6633 0.0264

---

3.
DFT (wB97M-V/def2-TZVPD) results for C2H2MgO2Tl as an isolated structure in a non-equilibrium geometry.

Properties
* LUMO (spin up / spin down): -5.692 / -4.794 eV
* E_HOMO (spin up / spin down): -11.67 / -11.44 eV
* net charge: +1
* energy relative to the best compared isomer or geometry (same formula, charge and spin): 116.42 kcal/mol
* Kohn-Sham gap (spin up / spin down): 5.98 / 6.65 eV

Geometry (Å):
1 H 2.2951 -0.0370 0.4779
2 O -1.0781 0.9807 0.4129
3 C -0.8736 -0.1357 -0.3399
4 C 0.3465 -0.7883 -0.1685
5 O 1.4826 -0.0651 -0.3008
6 Mg -3.6925 -0.2829 0.2740
7 Tl 1.0875 2.1766 -0.4439
8 H 0.4325 -1.8483 0.0884

---

4.
DFT (wB97M-V/def2-TZVPD) results for a 2-piece molecular cluster, C2H2N2 overall in a non-equilibrium geometry.

Properties
* LUMO: 1.420 eV
* E_HOMO: -10.74 eV
* energy relative to the best compared isomer or geometry (same formula, charge and spin): 5.43 kcal/mol
* Kohn-Sham gap: 12.16 eV

Geometry (Å):
1 C -0.6112 0.1691 -0.0563
2 C -0.0849 -0.5571 0.7489
3 H -0.9082 0.8173 -0.9280
4 H 0.6252 -1.1465 1.3575
5 N 3.0219 -0.0793 -0.8409
6 N 3.0160 0.3521 0.1792

---

5.
DFT (wB97M-V/def2-TZVPD) results for an isolated molecule of C2H2N2O in a non-equilibrium geometry.

Properties
* LUMO: 0.923 eV
* E_HOMO: -10.58 eV
* energy relative to the best compared isomer or geometry (same formula, charge and spin): 49.62 kcal/mol
* Kohn-Sham gap: 11.50 eV

Geometry (Å):
1 C 0.8396 -0.3280 0.6823
2 C 0.0891 0.7843 0.8434
3 O -0.8275 0.7300 -0.1601
4 N -0.5105 -0.3498 -1.0103
5 N 0.4199 -0.9964 -0.5313
6 H 1.5620 -0.7159 1.3263
7 H 0.1200 1.5619 1.5925

---

6.
DFT (wB97M-V/def2-TZVPD) results for a 2-piece molecular cluster, C2H2N2O overall in a non-equilibrium geometry.

Properties
* LUMO: 0.656 eV
* E_HOMO: -10.27 eV
* energy relative to the best compared isomer or geometry (same formula, charge and spin): 14.90 kcal/mol
* Kohn-Sham gap: 10.93 eV

Geometry (Å):
1 C -0.6179 0.9102 -0.0142
2 C 2.2760 -1.0731 0.1843
3 N -1.4888 -0.0613 -0.1999
4 N 0.1383 1.7661 0.0887
5 O 3.2860 -0.6638 -0.0999
6 H -2.4376 0.1233 0.0899
7 H -1.1561 -1.0014 -0.0490

---

7.
DFT (wB97M-V/def2-TZVPD) results for an isolated molecule of C2H2N2O.

Properties
* LUMO: 0.840 eV
* E_HOMO: -11.60 eV
* energy relative to the best compared isomer or geometry (same formula, charge and spin): 56.77 kcal/mol
* Kohn-Sham gap: 12.44 eV

Geometry (Å):
1 C -0.3947 0.7481 0.0460
2 C -0.4660 -0.6874 -0.0227
3 N 0.7477 -1.1439 -0.0905
4 O 1.5651 -0.0686 -0.0592
5 N 0.8650 1.0785 0.0244
6 H -1.1176 1.5588 0.0987
7 H -1.1995 -1.4855 0.0033

---

8.
DFT (wB97M-V/def2-TZVPD) results for a 2-piece molecular cluster, C2H2N2O overall in a non-equilibrium geometry.

Properties
* LUMO: 0.529 eV
* E_HOMO: -9.49 eV
* energy relative to the best compared isomer or geometry (same formula, charge and spin): 49.51 kcal/mol
* Kohn-Sham gap: 10.02 eV

Geometry (Å):
1 C -0.3283 -1.0911 0.3200
2 C -0.0747 -0.2515 -0.5378
3 O 0.2348 0.7358 -1.3299
4 H -1.0324 -1.4334 0.9723
5 H 0.6043 0.5016 -2.1828
6 N 2.4140 -2.1135 -0.5352
7 N 2.0106 -2.1667 0.5020